ORCA calculation (ωB97M-V with the def2-TZVPD basis set) on a structure of composition C33H59O9Sr at a distorted geometry.

Properties
LUMO ... -4.7 eV
Total charge ... +1
Orbital gap ... 6.12 eV
Multiplicity ... 1

Each line ends with the Löwdin charge.
CARTESIAN COORDINATES (ANGSTROEM)
Sr  -3.00560  -2.15463  3.40550  1.675
O  -5.86043  0.90280  -4.42861  -0.134
O  2.24269  2.23425  2.64498  -0.198
O  -3.43230  -3.87306  1.23169  -0.044
O  -2.10491  -0.75140  1.55696  -0.446
O  1.22898  -2.06162  -3.48272  -0.162
O  -1.10517  -1.19980  4.85627  -0.309
O  3.46169  1.16687  -1.07050  -0.145
O  3.21767  -1.33484  3.02351  -0.146
O  -3.30328  -2.87044  -4.10841  0.133
C  -2.17527  -3.29080  -2.10955  0.042
C  -3.94516  2.27628  -4.73531  -0.157
C  1.57343  3.46784  2.80543  -0.200
C  -4.82417  0.38678  -3.57714  -0.192
C  -2.19707  -3.56693  -0.77766  0.032
C  -4.62539  -3.75405  -0.87682  0.040
C  -5.50110  2.20157  -4.86319  -0.180
C  0.96483  -0.85141  -2.70550  -0.197
C  0.18696  -0.67105  6.65079  -0.140
C  3.57992  -2.68397  3.01628  -0.217
C  3.72922  1.54872  -2.43466  -0.177
C  -3.36581  -3.20262  -2.92367  -0.366
C  2.27358  1.88137  -0.55501  -0.163
C  1.16684  -0.65340  5.47504  -0.128
C  3.51490  2.17742  3.30475  -0.174
C  2.63303  4.36136  3.53319  -0.161
C  -3.61685  0.93557  -4.24126  -0.216
C  -4.59952  -3.43676  -2.17523  0.036
C  3.97078  3.65309  3.29349  -0.143
C  2.50536  -2.26379  1.05732  -0.172
C  3.55138  -3.16686  1.58961  -0.150
C  -0.91105  -1.64463  6.20157  -0.196
C  2.93042  2.89850  -2.62381  -0.140
C  -0.42437  -1.04063  -4.57384  -0.166
C  1.70815  2.54902  -1.81353  -0.189
C  2.71604  -0.94164  1.79972  -0.226
C  -1.37738  0.09274  0.76662  -0.629
C  0.35495  -0.02513  -3.75126  -0.203
C  -1.23277  1.43967  1.47497  -0.057
C  0.64812  -2.09028  -4.81147  -0.160
C  -1.97764  0.26303  -0.64003  -0.053
C  0.20079  -0.86358  4.31560  -0.169
C  -3.41432  -3.69955  0.00772  -0.358
H  -1.32613  -3.56251  -0.13903  0.124
H  1.60074  0.34484  5.41719  0.112
H  -0.70038  2.19184  0.89281  0.069
H  -5.55580  -3.36803  -2.67243  0.133
H  4.19763  1.61999  2.66346  0.117
H  4.53406  -3.03233  1.13757  0.128
H  -5.53161  -4.04959  -0.36907  0.121
H  2.84477  -3.09336  3.70914  0.110
H  3.46339  0.81450  -3.19516  0.100
H  -1.96132  -0.72681  -1.09615  0.047
H  -1.35250  0.92591  -1.23827  0.065
H  0.60464  -0.99065  7.60551  0.122
H  -2.79929  0.94760  -3.52047  0.097
H  -4.97653  0.75428  -2.56234  0.116
H  -1.30508  -1.40025  -4.04173  0.082
H  2.54979  2.63464  0.18281  0.098
H  -3.00409  0.62962  -0.62882  0.079
H  -0.39591  -0.35086  0.59919  0.105
H  0.62660  -1.59929  3.63332  0.113
H  2.32163  4.36050  4.57776  0.103
H  -3.34643  0.24800  -5.04265  0.122
H  4.61875  3.97745  4.10775  0.111
H  4.54229  -2.86619  3.49455  0.123
H  -0.77055  1.34288  2.45736  0.048
H  1.98701  -1.37011  5.51690  0.117
H  -0.31641  0.28028  6.82311  0.124
H  -5.79485  2.38024  -5.89754  0.117
H  3.48045  3.75300  -2.22962  0.113
H  3.44231  -0.30578  1.29343  0.112
H  3.18110  -4.17280  1.39192  0.122
H  1.25832  0.37354  -4.21285  0.124
H  -4.85985  -0.70229  -3.54940  0.103
H  -0.31871  0.73074  -3.34759  0.094
H  -6.00475  2.94260  -4.24244  0.112
H  4.43204  3.94182  2.34905  0.114
H  2.57106  5.41784  3.27221  0.109
H  -2.22872  1.85251  1.63545  0.080
H  0.23175  -1.11765  -1.94406  0.100
H  1.46203  3.88376  1.80408  0.107
H  -0.65847  -2.70059  6.29781  0.128
H  0.65406  3.36841  3.38246  0.111
H  -3.43449  2.50328  -5.67114  0.112
H  -0.75032  -0.51149  -5.46931  0.118
H  1.89296  -0.24501  1.95890  0.097
H  -1.17696  -3.30167  -2.52144  0.124
H  1.03082  3.37783  -1.60761  0.120
H  4.77827  1.77679  -2.62331  0.113
H  -1.83303  -1.42695  6.74070  0.122
H  0.22608  0.05293  3.72613  0.104
H  1.33055  -1.68654  -5.55938  0.118
H  1.48463  -2.60334  1.23313  0.106
H  1.46012  1.33603  -0.07647  0.097
H  0.25657  -3.05737  -5.12696  0.121
H  -3.64915  3.09879  -4.08420  0.110
H  3.45500  1.73379  4.29858  0.113
H  1.11349  1.78420  -2.31306  0.068
H  2.61020  3.13195  -3.63922  0.111
H  2.53743  -2.11236  -0.02164  0.115
H  1.91041  -0.50221  -2.29072  0.104